# 1
A cluster of 8 separate species, C27H57F6N3O10S in total, computed with ωB97M-V with the def2-TZVPD basis set.

```
104
Properties=species:S:1:pos:R:3:forces:R:3
C -2.430 -4.436 -0.798 -0.51 0.43 1.02
N -2.085 -3.479 -1.884 1.04 0.02 -0.60
C -1.246 -4.274 -2.846 -0.44 -0.86 0.37
C -1.217 -2.417 -1.417 -0.91 0.47 0.59
O -0.036 -2.559 -1.356 1.11 0.04 -0.16
C -1.787 -1.012 -1.029 -0.70 -0.59 -0.81
C -2.120 -0.842 0.524 0.36 -0.54 -0.96
C -1.552 -2.054 1.262 -1.45 3.81 -1.95
N -1.051 -2.847 1.884 1.26 -2.27 1.51
C -1.391 0.443 1.044 0.75 0.12 0.81
C -0.949 0.371 2.555 0.52 -0.26 -0.35
C -0.464 1.769 3.090 0.44 -0.94 -0.40
C -1.124 2.221 4.404 0.97 0.94 -1.74
F -0.410 3.314 4.866 -0.37 -0.82 0.12
F -2.366 2.695 4.113 0.20 -0.59 0.83
C -1.130 1.131 5.537 -1.44 0.56 0.87
F -0.106 0.284 5.473 0.03 0.46 -0.12
F -2.267 0.413 5.518 0.46 0.18 -0.38
F -1.125 1.752 6.748 0.42 -0.32 -0.59
C -3.708 -0.863 0.671 0.68 -1.37 0.51
C -4.101 -2.092 1.488 0.78 4.78 -2.52
N -4.485 -2.946 2.103 -1.13 -2.98 1.93
S -4.473 0.557 1.537 -4.22 0.32 2.83
O -4.077 0.711 2.902 2.21 0.42 -1.31
O -5.888 0.308 1.520 0.64 -0.06 -1.90
F -4.288 1.924 0.684 0.78 -1.78 0.53
H -3.317 -4.083 -0.225 0.46 -0.32 -0.48
H -2.649 -5.428 -1.238 0.04 0.68 0.23
H -1.607 -4.520 -0.049 -0.38 -0.21 -0.68
H -0.681 -3.637 -3.548 -0.30 -0.32 0.45
H -1.923 -4.957 -3.403 0.35 0.59 0.27
H -0.578 -4.924 -2.230 0.00 0.53 -0.80
H -2.681 -0.855 -1.675 0.38 0.03 0.68
H -1.041 -0.265 -1.373 -0.33 -0.60 0.52
H -0.432 0.491 0.489 -0.72 -0.07 0.31
H -1.911 1.398 0.803 -0.12 -0.84 0.13
H -1.689 -0.146 3.195 0.17 0.62 -0.36
H -0.048 -0.279 2.547 -0.74 0.31 0.09
H -0.596 2.503 2.263 -0.21 -0.03 1.04
H 0.638 1.718 3.244 -0.79 0.02 0.07
H -4.254 -0.986 -0.289 0.50 0.47 0.52
C 4.067 0.003 1.089 0.04 -0.05 0.01
C 2.775 -0.785 1.169 0.30 0.13 -0.21
O 1.651 0.090 1.039 -0.10 0.00 -0.02
H 4.102 0.761 1.874 0.00 -0.08 0.03
H 4.932 -0.654 1.195 -0.02 0.00 0.01
H 4.139 0.529 0.134 0.08 -0.13 0.19
H 2.691 -1.292 2.131 -0.23 0.06 -0.03
H 2.729 -1.539 0.377 0.03 -0.10 0.09
H 1.723 0.529 0.183 0.19 0.00 0.12
C 4.969 3.191 -3.304 -0.01 -0.03 -0.10
C 5.319 2.529 -1.987 -0.11 -0.02 -0.37
O 4.150 1.982 -1.375 -0.13 0.08 0.04
H 4.236 3.986 -3.150 0.09 0.03 0.07
H 5.858 3.618 -3.775 -0.02 -0.01 -0.01
H 4.520 2.468 -3.992 0.19 0.13 0.08
H 5.746 3.254 -1.294 -0.13 -0.12 0.14
H 6.047 1.725 -2.138 0.12 0.10 0.00
H 3.780 1.335 -1.987 0.10 0.14 -0.06
C 2.117 2.446 -7.109 -0.04 0.02 -0.01
C 3.200 1.451 -6.737 -0.38 0.18 0.06
O 3.275 1.308 -5.318 0.05 -0.20 0.04
H 2.320 3.418 -6.656 0.07 -0.03 -0.06
H 2.055 2.569 -8.192 -0.04 0.00 0.03
H 1.143 2.117 -6.737 -0.01 -0.04 -0.11
H 4.171 1.794 -7.091 -0.01 -0.10 0.22
H 2.998 0.470 -7.178 -0.03 0.07 -0.14
H 2.416 0.995 -5.011 0.08 0.04 -0.06
C -5.376 -6.604 4.593 0.01 -0.03 0.11
C -4.190 -6.525 3.652 -0.40 0.07 -0.17
O -4.282 -7.533 2.646 0.19 -0.12 -0.05
H -5.422 -7.587 5.067 0.07 0.04 0.02
H -5.311 -5.841 5.371 -0.06 0.00 -0.03
H -6.313 -6.468 4.047 0.03 0.12 0.02
H -3.259 -6.682 4.196 0.02 -0.12 -0.15
H -4.144 -5.545 3.166 0.06 0.08 0.17
H -5.102 -7.384 2.161 0.09 -0.01 0.06
C 6.689 -1.344 -7.130 -0.04 -0.09 0.06
C 5.848 -0.392 -7.960 0.56 -0.02 0.01
O 6.214 0.958 -7.684 -0.13 0.08 -0.05
H 6.556 -1.140 -6.066 -0.08 -0.01 -0.05
H 6.415 -2.382 -7.327 0.06 0.01 0.01
H 7.752 -1.214 -7.351 -0.03 -0.08 -0.08
H 4.793 -0.509 -7.722 0.05 0.14 0.00
H 5.984 -0.584 -9.030 -0.11 -0.14 0.01
H 7.147 1.056 -7.904 -0.10 0.03 0.04
C -6.241 4.284 -0.978 0.01 0.01 0.12
C -5.039 4.315 -1.902 -0.47 -0.02 -0.16
O -5.137 3.281 -2.879 0.24 -0.12 -0.01
H -6.313 3.317 -0.478 0.06 0.05 0.02
H -6.172 5.067 -0.220 -0.06 -0.01 -0.01
H -7.167 4.423 -1.542 0.04 0.11 0.01
H -4.119 4.155 -1.338 0.02 -0.10 -0.14
H -4.964 5.280 -2.415 0.08 0.08 0.15
H -5.946 3.431 -3.381 0.09 -0.04 0.05
C 2.564 2.116 8.195 0.10 -0.05 0.00
C 2.001 3.399 8.778 -0.28 -0.26 -0.25
O 1.251 4.107 7.798 0.05 0.14 0.03
H 3.203 2.335 7.337 0.02 0.04 0.07
H 3.147 1.570 8.939 -0.03 -0.04 -0.04
H 1.758 1.469 7.838 0.00 -0.02 0.11
H 2.807 4.051 9.114 -0.10 0.10 -0.07
H 1.351 3.183 9.633 0.15 -0.04 0.12
H 0.532 3.532 7.510 0.05 0.11 -0.03
```
Positions in Å, forces in eV/Å.

Properties
SMILES: CN(C)C(=O)C[C@@](C#N)(CCCC(F)(F)C(F)(F)F)[C@@H](C#N)S(=O)(=O)F.CCO.CCO.CCO.CCO.CCO.CCO.CCO
Kohn-Sham gap in eV: 9.380
E_LUMO in eV: -0.49
Largest force on an atom in eV Å⁻¹: 5.46
Relative energy (zero: lowest compared OMol25 entry of this formula, charge and spin) in kcal/mol: 0.0
HOMO energy in eV: -9.868

# 2
A structure of composition C27H57IrNO5P2Si, computed with ωB97M-V with the def2-TZVPD basis set.

```
94
Properties=species:S:1:pos:R:3:forces:R:3
Ir -0.074 -0.050 0.226 1.01 4.31 1.56
P -2.028 0.401 -0.972 0.29 -1.17 -0.34
P 2.228 -0.220 0.973 0.17 -1.19 -0.22
N 0.565 -0.588 -1.356 1.64 -1.91 -4.35
H -1.246 0.833 1.043 -0.71 1.07 1.54
C -2.149 2.155 -1.372 -0.40 0.19 -0.08
H -3.158 2.368 -1.743 0.13 0.12 -0.03
H -1.414 2.402 -2.144 -0.09 -0.13 0.13
H -1.948 2.763 -0.487 -0.06 -0.14 -0.28
C -3.505 -0.120 -0.063 -0.36 0.42 -0.15
H -4.389 0.124 -0.665 0.02 -0.09 0.18
H -3.566 0.400 0.899 0.00 -0.16 -0.11
H -3.464 -1.202 0.104 0.20 0.28 -0.06
C -2.205 -0.493 -2.551 -0.13 0.12 -0.11
H -3.250 -0.446 -2.884 0.16 0.08 0.10
H -1.928 -1.547 -2.436 0.08 0.24 0.10
H -1.570 -0.049 -3.326 0.04 -0.12 0.20
C 3.148 1.353 0.949 0.00 -0.02 0.23
H 4.126 1.216 1.431 -0.17 0.03 -0.15
H 2.571 2.105 1.493 0.16 -0.17 -0.11
H 3.292 1.678 -0.088 -0.06 -0.16 0.19
C 2.364 -0.988 2.628 0.16 0.42 0.07
H 3.426 -1.067 2.904 -0.23 -0.04 -0.05
H 1.907 -1.987 2.614 0.10 0.25 -0.15
H 1.835 -0.356 3.348 0.15 -0.23 -0.16
C 3.265 -1.356 -0.034 0.06 0.20 0.05
H 4.203 -1.561 0.501 -0.19 0.11 -0.08
H 3.505 -0.901 -1.001 -0.15 -0.11 0.11
H 2.748 -2.307 -0.210 -0.02 0.32 0.04
C 1.069 -0.903 -2.543 -0.11 0.36 0.50
C 2.076 -0.243 -4.653 0.94 -0.22 -2.31
C 1.568 0.114 -3.422 -0.97 1.05 2.48
C 1.115 -2.275 -2.952 -1.26 0.38 2.62
C 1.645 -2.604 -4.181 0.96 -0.89 -2.24
C 2.116 -1.593 -5.030 -0.12 -0.04 0.37
H 2.448 0.535 -5.322 -0.08 -0.33 0.09
H 1.516 1.150 -3.065 0.08 -0.39 -0.20
H 0.708 -3.011 -2.249 0.20 0.26 -0.36
H 1.692 -3.654 -4.477 0.04 0.37 -0.04
H 2.530 -1.861 -6.001 -0.07 0.03 0.14
C -0.735 1.582 2.273 0.18 -0.16 0.16
O 0.515 1.215 2.298 0.37 0.11 0.02
C -0.990 3.052 1.976 -0.19 0.08 -0.25
H -1.193 3.522 2.947 0.10 0.09 -0.27
H -1.869 3.204 1.342 0.08 0.10 0.27
H -0.114 3.516 1.520 -0.13 -0.11 -0.06
C -1.509 1.132 3.497 -0.63 -0.58 -0.37
H -0.903 1.459 4.351 -0.14 -0.03 -0.10
H -1.629 0.044 3.536 0.13 0.19 0.02
H -2.487 1.619 3.543 0.03 -0.09 0.07
C -2.178 -2.330 5.632 -0.29 -0.03 0.16
C -0.867 -2.586 4.901 -0.01 0.01 -0.52
C 0.226 -1.741 5.543 0.29 0.12 0.08
C -0.500 -4.059 4.992 0.10 -0.36 0.34
O -1.028 -2.163 3.523 0.24 0.18 0.81
Si -0.918 -2.865 2.045 0.18 -0.24 -0.10
O -0.700 -1.758 0.933 -1.24 -2.41 1.30
O 0.345 -3.924 2.088 0.18 -0.52 -0.14
C 0.681 -5.193 1.469 -0.18 0.30 0.11
C 1.441 -4.953 0.172 0.06 0.05 -0.25
C 1.581 -5.947 2.439 0.15 -0.11 0.29
C -0.558 -6.032 1.186 -0.19 -0.49 -0.16
O -2.268 -3.705 1.749 -1.36 -0.69 -0.11
C -3.692 -3.906 1.940 0.85 0.15 -0.12
C -4.302 -4.226 0.580 -0.07 -0.01 -0.27
C -3.914 -5.098 2.859 -0.04 -0.24 0.26
C -4.349 -2.673 2.536 -0.26 0.20 0.17
H -2.054 -2.536 6.705 -0.02 0.08 -0.25
H -2.970 -2.994 5.263 0.16 0.18 0.05
H -2.495 -1.285 5.514 0.06 -0.26 -0.01
H 0.324 -2.001 6.608 -0.05 0.08 -0.26
H 1.196 -1.923 5.066 -0.21 0.04 0.03
H -0.008 -0.671 5.466 0.04 -0.24 -0.01
H -1.252 -4.696 4.503 0.23 0.19 -0.02
H 0.489 -4.259 4.564 -0.33 0.08 0.00
H -0.471 -4.353 6.051 -0.01 0.07 -0.18
H 2.382 -4.422 0.362 -0.22 -0.05 -0.03
H 1.689 -5.917 -0.297 -0.05 0.25 0.12
H 0.837 -4.379 -0.541 0.13 -0.03 0.19
H 1.055 -6.158 3.378 0.11 0.09 -0.18
H 1.888 -6.909 2.005 -0.07 0.24 0.05
H 2.488 -5.370 2.658 -0.20 -0.06 0.00
H -1.120 -6.247 2.105 0.08 0.23 -0.21
H -1.217 -5.562 0.447 0.13 -0.03 0.27
H -0.242 -7.003 0.775 -0.01 0.25 0.08
H -3.846 -5.129 0.155 -0.05 0.21 0.09
H -5.383 -4.399 0.679 0.25 0.03 0.00
H -4.158 -3.400 -0.125 0.05 -0.12 0.11
H -3.506 -4.917 3.862 0.02 -0.02 -0.23
H -4.993 -5.270 2.973 0.23 -0.01 -0.04
H -3.462 -6.008 2.443 -0.06 0.26 0.12
H -3.916 -2.424 3.512 -0.01 0.02 -0.31
H -4.276 -1.808 1.868 0.06 -0.21 0.24
H -5.415 -2.887 2.691 0.16 0.10 -0.03
```
Positions in Å, forces in eV/Å.

Properties
Kohn-Sham gap (alpha / beta) in eV: 2.924 / 5.883
E_LUMO (alpha / beta) in eV: 0.29 / -1.50
Largest force on an atom in eV Å⁻¹: 5.02
Relative energy (zero: lowest compared OMol25 entry of this formula, charge and spin) in kcal/mol: 8.2
2S+1: 6
HOMO energy (alpha / beta) in eV: -2.634 / -7.380

# 3
A structure of composition C27H58GaN2O4, computed with ωB97M-V with the def2-TZVPD basis set.

```
92
Properties=species:S:1:pos:R:3:forces:R:3
C 7.906 -1.460 -0.368 0.47 -0.06 -0.33
C 8.151 -0.058 -0.918 -0.13 0.08 0.07
C 7.719 0.020 -2.376 0.55 -0.28 0.10
C 7.594 1.037 -0.006 -0.06 -0.50 0.11
C 6.144 0.914 0.454 -0.20 0.81 0.04
C 5.934 1.857 1.661 0.09 -0.22 -0.37
C 5.119 1.286 -0.621 -0.58 -0.41 0.09
O 3.865 0.728 -0.326 -0.03 0.32 -0.03
Ga 2.474 1.948 0.094 -0.51 0.39 0.42
C 0.697 1.297 -0.674 0.60 -0.31 0.00
C 0.492 -0.211 -0.650 -0.42 0.39 -0.30
O -0.162 -0.645 0.557 -0.28 -0.39 0.05
H 8.717 -2.101 -0.707 0.10 -0.24 -0.03
H 7.909 -1.485 0.716 -0.15 -0.01 0.22
H 6.995 -1.891 -0.765 -0.40 -0.01 0.19
H 9.232 0.076 -0.928 0.24 0.17 0.06
H 7.901 1.016 -2.763 -0.24 0.21 -0.19
H 6.695 -0.292 -2.525 -0.31 0.15 -0.04
H 8.341 -0.668 -2.946 0.09 -0.11 -0.20
H 7.753 2.018 -0.450 -0.03 0.22 -0.19
H 8.211 1.024 0.893 0.17 0.02 0.19
H 5.915 -0.096 0.773 0.03 -0.37 -0.07
H 5.945 1.323 2.605 0.08 -0.03 0.25
H 5.000 2.398 1.586 -0.36 -0.06 0.08
H 6.722 2.604 1.657 0.22 0.20 0.19
H 5.060 2.380 -0.659 0.16 0.20 -0.16
H 5.418 0.948 -1.614 0.22 -0.03 -0.11
H 2.335 2.120 1.703 0.12 -0.16 0.01
H 2.840 3.408 -0.511 0.15 -0.11 -0.14
H 0.657 1.619 -1.716 0.00 0.13 -0.20
H -0.140 1.759 -0.157 -0.17 0.18 0.10
H -0.146 -0.503 -1.490 -0.04 -0.23 -0.16
H 1.435 -0.737 -0.763 0.19 -0.21 0.13
H -1.015 -1.014 0.291 0.37 0.19 0.22
C -2.990 -4.862 5.777 0.15 0.01 -0.01
C -3.672 -3.888 4.795 -0.01 -0.88 0.79
C -3.653 -4.470 3.381 0.18 0.07 -0.36
C -2.258 -4.466 2.757 0.00 0.08 0.09
C -1.646 -3.064 2.793 -0.32 -0.29 -0.29
C -1.665 -2.413 4.175 1.17 0.02 0.48
N -3.013 -2.550 4.811 -0.70 0.36 -1.52
O -3.826 -1.636 4.389 0.15 0.01 0.53
C -0.575 -3.032 5.072 -0.08 -0.20 0.06
C -1.304 -0.938 4.034 -0.25 0.19 0.00
C -5.112 -3.750 5.275 -0.20 0.26 -0.08
H -3.651 -5.705 5.979 -0.11 0.06 -0.05
H -2.064 -5.288 5.400 0.00 0.07 0.00
H -2.781 -4.370 6.727 0.01 0.03 -0.01
H -4.327 -3.888 2.745 0.00 0.09 0.08
H -4.051 -5.487 3.409 -0.03 -0.01 0.08
H -1.606 -5.180 3.267 -0.01 0.01 0.03
H -2.323 -4.804 1.720 0.02 -0.01 0.00
H -0.617 -3.098 2.432 0.04 0.12 0.04
H -2.195 -2.427 2.093 -0.05 0.06 0.09
H -0.686 -2.692 6.102 -0.03 0.00 0.01
H 0.408 -2.717 4.723 -0.05 0.11 -0.08
H -0.564 -4.120 5.067 -0.04 0.04 0.01
H -1.948 -0.422 3.327 -0.06 -0.02 0.06
H -0.284 -0.849 3.664 0.03 -0.08 -0.04
H -1.368 -0.426 4.996 -0.02 -0.03 0.01
H -5.149 -3.319 6.277 0.02 0.02 -0.01
H -5.574 -4.737 5.310 0.08 -0.08 0.02
H -5.710 -3.128 4.613 0.09 0.07 0.02
C -4.167 2.154 -5.783 -0.12 0.01 0.11
C -2.820 2.612 -5.189 -0.66 -0.41 -0.88
C -2.080 1.418 -4.585 0.12 -0.12 0.37
C -2.727 0.909 -3.299 -0.06 0.06 -0.02
C -2.874 2.040 -2.281 0.40 -0.25 -0.16
C -3.580 3.281 -2.834 -1.19 -0.05 0.47
N -3.015 3.675 -4.160 1.53 -0.31 0.61
O -1.942 4.382 -4.018 -0.47 0.28 -0.23
C -5.097 3.028 -2.943 -0.02 -0.10 -0.18
C -3.415 4.430 -1.846 0.28 0.23 -0.04
C -2.019 3.181 -6.354 0.26 0.22 0.04
H -3.994 1.625 -6.721 0.13 0.04 -0.01
H -4.716 1.466 -5.146 0.02 0.05 0.03
H -4.808 3.010 -6.000 0.01 0.02 0.03
H -1.046 1.704 -4.371 -0.03 0.11 0.01
H -2.035 0.617 -5.327 -0.03 0.04 -0.07
H -3.698 0.450 -3.510 0.00 0.03 -0.03
H -2.105 0.121 -2.869 0.00 0.01 0.01
H -3.421 1.680 -1.408 -0.05 0.09 0.04
H -1.875 2.313 -1.930 -0.01 0.09 -0.05
H -5.586 3.840 -3.484 0.02 0.00 -0.03
H -5.535 2.983 -1.946 0.11 0.05 0.07
H -5.352 2.089 -3.428 0.04 0.04 -0.02
H -2.371 4.621 -1.610 0.00 0.01 -0.10
H -3.923 4.177 -0.916 -0.06 -0.09 -0.01
H -3.853 5.351 -2.237 0.01 -0.02 -0.02
H -2.522 4.047 -6.789 0.00 0.01 0.03
H -1.920 2.419 -7.127 -0.09 -0.08 0.01
H -1.016 3.480 -6.056 -0.06 0.05 0.08
```
Positions in Å, forces in eV/Å.

Properties
Kohn-Sham gap (alpha / beta) in eV: 6.689 / 6.585
E_LUMO (alpha / beta) in eV: 2.28 / 2.18
Largest force on an atom in eV Å⁻¹: 1.71
Charge: -1
2S+1: 3
HOMO energy (alpha / beta) in eV: -4.406 / -4.407

The highest largest force on an atom belongs to which entry?
C27H57F6N3O10S

Which value of largest force on an atom does entry 3 give?
1.71 eV Å⁻¹

The lowest largest force on an atom belongs to which entry?
C27H58GaN2O4

Which of these has the highest largest force on an atom?
C27H57F6N3O10S